(1)
This record from the Open Molecules 2025 dataset describes a 2-piece molecular cluster, CH7N2S overall. The level of theory is ωB97M-V with the def2-TZVPD basis set.

Values from the calculation:
E_HOMO: -3.01 eV
E: -14966.88377 eV
net charge: -1
Kohn-Sham gap: 7.28 eV
relative energy (zero: lowest compared OMol25 entry of this formula, charge and spin): 7.0 kcal/mol

XYZ file:
```
11
Properties=species:S:1:pos:R:3:nbo_charge:R:1
S 0.2618 1.1492 -2.6283 -1.018
H 0.3125 -0.1150 -2.3110 0.062
N 0.8434 0.6767 0.8995 -0.874
C -0.3465 -0.1575 1.0950 -0.066
N -0.9510 -0.8744 -0.0407 -0.863
H 0.6819 1.2142 0.0379 0.394
H 1.6457 0.1501 0.5610 0.333
H -1.0861 0.6030 1.3745 0.157
H -0.2616 -0.7307 2.0214 0.156
H -0.2835 -1.6447 -0.1436 0.323
H -0.8165 -0.2709 -0.8656 0.396
```

(2)
This record from the Open Molecules 2025 dataset describes one molecule with the formula C4H9NO2. The level of theory is ωB97M-V with the def2-TZVPD basis set.

Values from the calculation:
E_HOMO: -8.40 eV
E: -9875.01971 eV
Kohn-Sham gap: 9.22 eV
relative energy (zero: lowest compared OMol25 entry of this formula, charge and spin): 116.2 kcal/mol
SMILES: C=C(OC)[N@@H+](C)[O-]

XYZ file:
```
16
Properties=species:S:1:pos:R:3:nbo_charge:R:1
C 1.6002 -0.4010 0.6029 -0.559
C 0.4548 0.0086 0.0590 0.475
O -0.5406 0.7075 0.6262 -0.486
C -0.3483 1.1782 1.9434 -0.249
N 0.1908 -0.1833 -1.3616 -0.072
C -1.2203 -0.9875 -1.6032 -0.432
O 0.0983 0.9463 -2.0233 -0.683
H 1.8617 -0.2004 1.6251 0.219
H 2.3523 -0.8775 0.0002 0.215
H -0.2567 0.3461 2.6504 0.178
H 0.5404 1.8113 2.0066 0.189
H -1.2342 1.7632 2.1808 0.206
H 0.9367 -0.7984 -1.7411 0.358
H -1.2402 -1.0414 -2.6856 0.222
H -1.2849 -1.9736 -1.1496 0.191
H -1.9099 -0.2981 -1.1300 0.229
```

(3)
This record from the Open Molecules 2025 dataset describes a 2-piece molecular cluster, C4H12O overall. The level of theory is ωB97M-V with the def2-TZVPD basis set.

Values from the calculation:
E_HOMO: -10.37 eV
E: -6389.50485 eV
Kohn-Sham gap: 11.31 eV
relative energy (zero: lowest compared OMol25 entry of this formula, charge and spin): 14.2 kcal/mol
SMILES: CCO.CC

XYZ file:
```
17
Properties=species:S:1:pos:R:3:nbo_charge:R:1
C -0.0918 -0.9593 0.1272 -0.642
C -0.6182 -2.3128 -0.3064 -0.061
O -0.0459 -2.7928 -1.5207 -0.729
H 0.9385 -0.7541 -0.1379 0.226
H -0.3654 -0.8456 1.1687 0.212
H -0.6700 -0.1518 -0.3497 0.198
H -0.3716 -3.0669 0.4471 0.168
H -1.7004 -2.3482 -0.3900 0.161
H -0.5567 -2.5134 -2.2854 0.466
C 1.0817 2.5316 0.8890 -0.606
C -0.2537 3.2523 0.7662 -0.603
H 1.5318 2.4191 -0.0990 0.201
H 1.7751 3.1802 1.3966 0.202
H 1.0672 1.5972 1.4458 0.205
H -0.6685 3.4275 1.7471 0.200
H -0.0960 4.2577 0.3649 0.201
H -0.9669 2.7636 0.1385 0.200
```